<1>
{
  "formula": "C6H7ClO",
  "method": "the ωB97M-V functional and the def2-TZVPD basis",
  "homo_lumo_gap_ev": 9.883,
  "spin_multiplicity": 1,
  "homo_energy_ev": -9.81,
  "smiles": "C=C[C@@]1(Cl)CCC1=O",
  "symbols": ["C", "H", "O", "C", "C", "C", "H", "C", "H", "H", "C", "H", "H", "Cl", "H"],
  "positions_angstrom": [[0.361, 0.372, 1.191], [0.050, -2.220, -1.533], [0.194, -0.211, 2.298], [-1.499, -1.820, -0.011], [0.465, 1.727, 0.544], [0.463, -0.336, -0.185], [-0.489, 1.503, -1.465], [0.476, 1.102, -0.914], [1.350, 1.566, -1.358], [1.355, 2.269, 0.835], [-0.328, -1.589, -0.659], [-1.741, -1.099, 0.867], [-0.522, 2.220, 0.689], [2.187, -1.058, 0.342], [-2.323, -2.427, -0.640]]
}



<2>
{
  "formula": "C6H7ClO",
  "method": "the ωB97M-V functional and the def2-TZVPD basis",
  "homo_lumo_gap_ev": 9.135,
  "spin_multiplicity": 1,
  "homo_energy_ev": -8.21,
  "smiles": "C[C@@H]1OC=CC=C1Cl",
  "symbols": ["C", "C", "H", "H", "H", "C", "H", "C", "C", "H", "Cl", "H", "O", "H", "C"],
  "positions_angstrom": [[0.361, 0.775, -0.576], [0.513, -1.582, 0.148], [-0.311, 2.598, 0.385], [0.831, 1.299, -1.416], [1.021, -2.507, 0.444], [-0.966, -1.570, 0.166], [1.256, 1.995, 0.990], [1.137, -0.486, -0.270], [-1.587, -0.577, -0.469], [-0.242, 1.180, 1.443], [2.861, -0.383, -0.399], [-2.648, -0.529, -0.618], [-0.956, 0.453, -1.060], [-1.526, -2.367, 0.593], [0.256, 1.701, 0.638]]
}



<2> takes first place; second place is 0.0945 hartree up.



<1>
{
  "formula": "C24H33N2O3",
  "method": "the ωB97M-V functional and the def2-TZVPD basis",
  "homo_lumo_gap_ev": 8.726,
  "spin_multiplicity": 1,
  "homo_energy_ev": -10.67,
  "charge": 1,
  "smiles": "COc1ccc(CC[N@@H+](C)CCCN2C[C@H](c3ccccc3)CC2=O)cc1OC",
  "symbols": ["H", "H", "H", "C", "H", "C", "H", "C", "C", "C", "C", "C", "C", "C", "H", "O", "H", "C", "H", "C", "H", "H", "H", "H", "C", "H", "H", "H", "H", "C", "C", "H", "C", "H", "C", "C", "H", "C", "C", "H", "H", "H", "H", "H", "C", "C", "O", "C", "C", "H", "N", "N", "H", "H", "H", "C", "H", "H", "H", "H", "H", "O"],
  "positions_angstrom": [[4.951, -1.699, 1.443], [-2.742, 2.300, -2.491], [-2.885, 3.946, -1.848], [4.949, 0.859, -1.426], [-0.778, 3.522, 2.428], [-3.083, -0.466, -0.019], [-0.240, -5.524, 1.611], [0.568, 0.386, 0.035], [3.757, -0.364, 0.273], [4.947, -0.979, 0.637], [3.770, 0.560, -0.766], [6.130, 0.239, -1.056], [-2.184, -1.754, 1.789], [-1.580, -2.644, 0.908], [-1.523, -5.253, 0.408], [-0.839, -3.621, 1.498], [1.589, -1.251, -0.911], [-1.245, -3.114, -2.717], [0.899, 3.077, 0.206], [0.684, 2.574, 1.156], [-2.293, -3.217, -3.011], [-2.601, -1.171, -1.966], [-3.408, -0.038, 2.064], [0.619, -1.679, 0.497], [1.293, -0.928, 0.086], [1.563, 0.228, 2.798], [4.944, 1.577, -2.233], [7.043, -1.171, 0.270], [2.855, 1.047, -1.071], [-2.282, 3.038, -1.840], [-3.490, 2.032, 0.022], [0.149, -4.752, 0.053], [-1.602, 3.502, 0.459], [-0.966, 4.187, -0.105], [-0.777, 2.850, 1.570], [2.016, 0.537, 1.849], [7.048, 0.472, -1.573], [-1.725, -2.427, -0.479], [6.127, -0.682, -0.023], [-1.290, 3.259, -2.229], [-1.461, 1.681, -0.538], [-0.858, -2.149, -3.057], [-4.235, 2.793, -0.230], [-2.420, 4.088, 0.884], [-2.926, -0.680, 1.341], [-3.919, 0.677, -0.535], [-0.312, 0.702, -0.771], [-0.604, -4.850, 0.836], [-2.482, -1.344, -0.909], [1.362, 2.983, 1.905], [-2.176, 2.504, -0.476], [1.016, 1.175, 1.014], [-2.060, -1.940, 2.844], [-1.241, 1.915, 1.889], [-3.433, 1.957, 1.108], [2.484, -0.677, 1.022], [2.659, -1.535, 1.672], [-4.956, 0.522, -0.227], [-3.905, 0.682, -1.625], [2.838, 1.225, 2.057], [-0.664, -3.915, -3.172], [-1.077, -3.275, -1.328]]
}



<2>
{
  "formula": "C24H33N2O3",
  "method": "the ωB97M-V functional and the def2-TZVPD basis",
  "homo_lumo_gap_ev": 8.291,
  "spin_multiplicity": 1,
  "homo_energy_ev": -10.27,
  "charge": 1,
  "smiles": "COc1ccc(CC[N@@H+](C)CCCN2C[C@H](c3ccccc3)CC2=O)cc1OC",
  "symbols": ["H", "H", "C", "C", "H", "H", "H", "H", "H", "C", "C", "C", "H", "H", "C", "C", "N", "C", "H", "H", "O", "H", "H", "H", "H", "C", "H", "H", "C", "C", "H", "C", "C", "H", "H", "C", "H", "C", "C", "H", "H", "C", "O", "O", "H", "C", "H", "C", "N", "H", "H", "H", "C", "C", "H", "H", "C", "H", "C", "H", "H", "C"],
  "positions_angstrom": [[-0.090, -1.109, 3.339], [4.936, -0.510, 6.350], [-3.009, 2.234, -4.024], [-2.913, 1.778, -6.387], [-1.841, -3.241, 0.934], [-0.730, 1.265, -3.233], [7.013, -0.179, 3.353], [-2.654, 1.114, -7.197], [3.847, 0.706, 5.643], [-2.895, -1.517, -0.844], [-3.510, 0.523, -2.213], [0.554, 0.524, 2.065], [0.428, 1.311, 2.812], [-2.966, -0.407, 1.012], [4.694, -0.682, 1.987], [6.912, -1.139, 2.845], [-0.578, -1.614, 1.356], [2.647, -0.106, 0.819], [-3.652, 3.319, -7.675], [7.856, -1.394, 2.363], [5.974, -1.074, 1.791], [-3.821, -0.037, -3.101], [3.305, -0.989, 5.830], [-4.237, 4.828, -5.812], [-4.397, 0.729, -1.610], [-2.998, -1.451, 0.696], [2.198, 0.099, 4.145], [-3.828, 4.138, -3.491], [-2.756, 1.815, -2.597], [-1.315, 0.243, -1.472], [-3.074, 2.623, -1.934], [2.706, -0.079, 3.210], [-1.912, -2.259, 1.406], [-0.749, 2.288, -1.807], [4.495, -0.654, -0.118], [-3.473, 3.016, -6.655], [-3.962, -1.852, 1.010], [-1.280, 1.483, -2.315], [3.972, -0.493, 0.811], [-2.138, -2.252, -1.136], [-3.848, -1.829, -1.271], [-2.682, 1.390, -5.080], [-0.358, -0.261, -0.878], [4.748, -0.666, 4.371], [0.435, -3.264, 0.527], [-3.801, 3.862, -5.610], [0.402, -3.226, 2.301], [1.999, 0.104, 2.026], [-2.552, -0.250, -1.447], [0.277, 0.936, 1.095], [-2.182, -2.413, 2.454], [1.461, -2.120, 1.399], [-3.570, 3.472, -4.302], [4.039, -0.468, 3.220], [-2.243, 0.421, -4.886], [-1.401, -0.158, 2.621], [4.159, -0.342, 5.607], [-0.485, -1.092, 0.406], [-0.421, -0.600, 2.430], [6.653, -1.911, 3.571], [2.120, 0.036, -0.112], [0.494, -2.619, 1.401]]
}



<1> takes first place; second place is 0.0049 hartree up.



<1>
{
  "formula": "CH6N2",
  "method": "the ωB97M-V functional and the def2-TZVPD basis",
  "homo_lumo_gap_ev": 10.008,
  "spin_multiplicity": 1,
  "homo_energy_ev": -9.27,
  "symbols": ["N", "N", "H", "H", "H", "H", "H", "H", "C"],
  "positions_angstrom": [[-0.861, 0.081, 0.011], [-0.734, -0.427, -1.326], [0.324, 1.298, 1.385], [-0.665, -1.582, -1.121], [1.419, 0.093, 0.268], [0.752, -0.728, 1.662], [-0.967, 0.849, 0.244], [0.345, 0.193, -1.864], [0.388, 0.223, 0.740]]
}



<2>
{
  "formula": "CH6N2",
  "method": "the ωB97M-V functional and the def2-TZVPD basis",
  "homo_lumo_gap_ev": [8.363, 8.958],
  "spin_multiplicity": 1,
  "homo_energy_ev": [-8.07, -8.46],
  "symbols": ["C", "H", "H", "H", "H", "N", "N", "H", "H"],
  "positions_angstrom": [[-0.947, -0.297, 0.195], [-1.743, 0.068, 0.841], [-0.789, -1.363, 0.390], [0.174, 1.885, -0.568], [2.208, 0.259, 0.317], [1.352, -0.237, 0.104], [0.263, 0.417, 0.524], [1.345, -0.632, -0.839], [-1.260, -0.198, -0.845]]
}



<2> takes first place; second place is 0.0886 hartree up.



<1>
{
  "formula": "N2",
  "method": "the ωB97M-V functional and the def2-TZVPD basis",
  "homo_lumo_gap_ev": 10.679,
  "spin_multiplicity": 1,
  "homo_energy_ev": -12.62,
  "smiles": "N#N",
  "symbols": ["N", "N"],
  "positions_angstrom": [[-0.465, 0.389, 0.491], [0.465, -0.389, -0.491]]
}



<2>
{
  "formula": "N2",
  "method": "the ωB97M-V functional and the def2-TZVPD basis",
  "homo_lumo_gap_ev": 16.830,
  "spin_multiplicity": 1,
  "homo_energy_ev": -14.81,
  "smiles": "N#N",
  "symbols": ["N", "N"],
  "positions_angstrom": [[0.023, -0.471, -0.274], [-0.023, 0.471, 0.274]]
}



<2> takes first place; second place is 0.2519 hartree up.



<1>
{
  "formula": "C2H8N2S2",
  "method": "the ωB97M-V functional and the def2-TZVPD basis",
  "homo_lumo_gap_ev": 9.314,
  "spin_multiplicity": 1,
  "homo_energy_ev": -8.58,
  "symbols": ["H", "C", "H", "H", "C", "S", "H", "N", "S", "H", "H", "H", "N", "H"],
  "positions_angstrom": [[2.098, -0.086, -0.055], [-1.429, -0.151, -0.567], [-1.464, -1.027, -0.005], [-1.872, -0.329, -1.621], [0.709, -0.325, 0.484], [0.639, -2.112, 0.941], [-1.818, 0.742, -0.110], [0.482, 1.116, -1.296], [0.597, 1.070, 1.843], [1.515, -2.114, 1.926], [0.603, 0.933, -2.281], [0.190, 2.036, -1.167], [-0.024, 0.024, -0.606], [-0.227, 0.224, 2.513]]
}



<2>
{
  "formula": "C2H8N2S2",
  "method": "the ωB97M-V functional and the def2-TZVPD basis",
  "homo_lumo_gap_ev": [6.928, 7.249],
  "spin_multiplicity": 1,
  "homo_energy_ev": [-8.63, -8.49],
  "symbols": ["H", "H", "H", "N", "H", "H", "C", "H", "H", "N", "H", "S", "S", "C"],
  "positions_angstrom": [[-0.118, 1.191, 2.473], [0.258, 3.274, -0.004], [-2.842, -0.152, -0.090], [1.196, -0.118, 0.444], [0.303, 2.066, -1.326], [-1.245, 0.599, -0.289], [-1.900, -0.142, -0.566], [1.614, -0.511, -0.363], [-2.112, 0.267, -1.539], [0.089, 1.885, 1.736], [1.695, 3.061, -0.921], [1.302, 1.396, 0.840], [-0.876, -1.656, -0.539], [0.791, 2.574, -0.543]]
}



<1> takes first place; second place is 0.0595 hartree up.



<1>
{
  "formula": "C7H9NO2S2",
  "method": "the ωB97M-V functional and the def2-TZVPD basis",
  "homo_lumo_gap_ev": [7.060, 6.408],
  "spin_multiplicity": 1,
  "homo_energy_ev": [-7.10, -6.76],
  "symbols": ["H", "O", "H", "S", "H", "C", "O", "H", "H", "C", "C", "H", "C", "C", "H", "C", "N", "S", "H", "H", "C"],
  "positions_angstrom": [[-0.961, 0.382, 1.783], [3.888, -0.760, -0.737], [-0.367, -1.277, -2.017], [3.408, 0.181, 0.291], [-2.345, 0.329, -1.694], [0.137, -1.144, -1.026], [-0.492, 1.867, -1.086], [-0.543, -2.970, -0.192], [-0.537, 2.156, 1.848], [-2.213, 0.378, -0.540], [-0.598, -1.827, 0.085], [1.672, 0.181, -1.664], [-1.011, 1.252, -0.200], [1.077, -0.250, -0.864], [-3.120, 0.852, -0.017], [-0.442, 1.142, 1.252], [1.729, 0.236, 0.340], [-2.314, -1.249, 0.222], [1.834, 1.383, 1.938], [0.062, -1.814, 1.050], [1.138, 0.952, 1.230]]
}



<2>
{
  "formula": "C7H9NO2S2",
  "method": "the ωB97M-V functional and the def2-TZVPD basis",
  "homo_lumo_gap_ev": 9.539,
  "spin_multiplicity": 1,
  "homo_energy_ev": -9.12,
  "smiles": "C[C@H]1SC(=O)[C@H]2CSCN2C1=O",
  "symbols": ["H", "H", "C", "S", "O", "C", "C", "C", "C", "H", "C", "H", "H", "H", "H", "H", "C", "N", "H", "O", "S"],
  "positions_angstrom": [[-1.758, -2.414, -0.268], [-2.317, 1.720, -0.545], [-1.667, -1.289, -0.454], [2.073, 1.254, 0.000], [0.757, -2.325, -0.633], [1.967, -0.482, 0.514], [0.341, 1.678, -0.167], [-2.144, 1.106, 0.354], [0.706, -1.268, -0.049], [-2.623, 1.637, 1.217], [3.179, -1.328, 0.145], [1.872, -0.517, 1.567], [-0.467, 0.638, 1.714], [3.216, -1.559, -0.923], [4.037, -0.759, 0.493], [3.243, -2.280, 0.718], [-0.649, 0.766, 0.653], [-0.550, -0.702, 0.274], [-1.472, -1.074, -1.503], [0.072, 2.605, -0.846], [-3.130, -0.494, 0.092]]
}



<2> takes first place; second place is 0.1510 hartree up.



<1>
{
  "formula": "C2H7NOSi",
  "method": "the ωB97M-V functional and the def2-TZVPD basis",
  "homo_lumo_gap_ev": 10.357,
  "spin_multiplicity": 1,
  "homo_energy_ev": -9.64,
  "smiles": "[H]/N=C(\\[SiH3])OC",
  "symbols": ["N", "C", "H", "H", "H", "O", "Si", "H", "H", "H", "H", "C"],
  "positions_angstrom": [[0.545, 1.228, -0.834], [0.344, 0.989, 1.821], [0.979, 1.596, 1.178], [-0.329, -2.455, -0.228], [-0.040, -2.162, -2.549], [-0.101, -0.107, 0.965], [-0.489, -1.516, -1.269], [-0.491, 1.491, 2.248], [0.500, 1.196, -1.786], [0.945, 0.490, 2.599], [-1.896, -0.914, -1.790], [0.033, 0.164, -0.355]]
}



<2>
{
  "formula": "C2H7NOSi",
  "method": "the ωB97M-V functional and the def2-TZVPD basis",
  "homo_lumo_gap_ev": 9.901,
  "spin_multiplicity": 1,
  "homo_energy_ev": -9.22,
  "smiles": "C/C=N\\[SiH2]O",
  "symbols": ["C", "H", "H", "H", "Si", "H", "N", "C", "H", "H", "H", "O"],
  "positions_angstrom": [[0.961, 0.709, -0.463], [-1.683, -1.577, -1.373], [1.750, -0.991, -0.011], [1.572, -0.078, 1.614], [-1.471, -0.695, -0.171], [1.454, 1.524, -1.055], [-0.248, 0.450, -0.807], [1.792, -0.048, 0.466], [2.734, 0.442, 0.420], [-2.972, 1.051, -0.234], [-1.024, -1.186, 1.132], [-2.865, 0.399, 0.481]]
}



<3>
{
  "formula": "C2H7NOSi",
  "method": "the ωB97M-V functional and the def2-TZVPD basis",
  "homo_lumo_gap_ev": 10.875,
  "spin_multiplicity": 1,
  "homo_energy_ev": -9.79,
  "smiles": "[SiH3]ON1CC1",
  "symbols": ["H", "N", "H", "H", "Si", "H", "C", "H", "C", "H", "H", "O"],
  "positions_angstrom": [[2.623, -0.443, -0.555], [0.602, -0.069, -0.815], [1.791, 1.313, 0.411], [-1.767, 1.009, 1.029], [-1.995, 0.152, -0.156], [0.228, 0.615, 1.059], [1.743, -0.776, -0.097], [-2.385, 1.071, -1.315], [1.124, 0.439, 0.410], [1.758, -1.799, 0.277], [-3.044, -0.826, 0.110], [-0.679, -0.687, -0.360]]
}



<2> takes first place; second place is 0.0676 hartree up.